(1)
The following is a DFT calculation (the ωB97M-V functional and the def2-TZVPD basis) of a gas-phase ion, C8H17FNO3 (charge +1) at a distorted geometry.

CARTESIAN COORDINATES (ANGSTROEM)
C 0.956 -0.075 -0.870
C 1.359 -1.193 0.073
C 0.081 -0.487 2.026
C 0.357 1.146 -0.291
C -1.424 2.204 -1.797
C -1.579 2.243 0.902
C 1.855 -2.546 -0.622
C -1.091 1.533 -0.364
N 0.170 -1.413 0.934
O 1.266 -0.514 2.781
O 0.908 -3.531 -0.730
O -1.939 0.221 -0.233
F 1.227 2.144 0.001
H 1.782 0.251 -1.630
H 0.230 -0.580 -1.702
H 2.096 -0.826 0.777
H -0.880 -0.250 2.392
H -1.146 3.259 -1.693
H -2.515 2.249 -1.829
H -0.983 1.664 -2.627
H -2.691 2.236 0.948
H -1.147 1.923 1.899
H -1.307 3.282 0.757
H 2.656 -2.849 0.053
H 2.283 -2.302 -1.604
H -0.747 -1.186 0.339
H 0.211 -2.451 1.282
H 1.193 -0.001 3.609
H 0.830 -3.885 -1.588
H -2.010 -0.266 -1.191

As for the net charge: +1. For the frontier orbital gap (alpha / beta), the calculation gives 7.91 / 9.11 eV. Its highest occupied orbital energy (alpha / beta) is -11.48 / -12.29 eV. The multiplicity is 1. The calculation puts the energy above the lowest of the compared OMol25 structures with the same formula, charge and spin at 5.58 kcal per mole.


(2)
The following is a DFT calculation (the ωB97M-V functional and the def2-TZVPD basis) of C8H17IN2S in the gas phase at a distorted geometry.

CARTESIAN COORDINATES (ANGSTROEM)
C -2.164 2.349 0.398
S -0.439 1.577 -0.333
C 0.707 2.715 0.514
N -0.088 1.840 -1.761
N 0.295 0.050 0.040
C 0.103 -0.371 1.360
C -1.310 -0.644 2.010
C -0.424 -1.802 1.641
C 1.414 -0.342 -0.790
I 3.315 0.168 0.158
C 1.168 -1.791 -1.207
C -0.049 -2.068 -2.111
H -2.945 2.010 -0.343
H -2.395 1.796 1.293
H 1.727 2.389 0.417
H 0.712 3.612 0.054
H 0.294 2.865 1.621
H -0.502 1.154 -2.365
H 0.859 -0.106 2.180
H -2.089 -0.324 1.361
H -1.284 -0.170 2.916
H 0.037 -2.299 2.496
H -0.856 -2.390 0.721
H 1.321 0.449 -1.506
H 1.112 -2.285 -0.322
H 2.152 -2.041 -1.551
H 0.248 -1.567 -3.007
H -0.863 -1.546 -1.665
H -0.054 -3.231 -2.219

The structure (SMILES) is C=[S@](C)(=N)N(C1CC1)[C@@H](I)CC. For the frontier orbital gap, the calculation gives 8.68 eV. Its highest occupied orbital energy is -8.39 eV. The multiplicity is 1. The calculation puts the energy above the lowest of the compared OMol25 structures with the same formula, charge and spin at 127.75 kcal per mole.


(3)
The following is a DFT calculation (the ωB97M-V functional and the def2-TZVPD basis) of 2 unconnected molecules or ions with the total composition C8H17IN3O4S.

CARTESIAN COORDINATES (ANGSTROEM)
C -4.236 -0.353 1.065
C -3.224 -1.269 0.382
C -2.717 -0.692 -0.953
I -2.882 -2.106 -2.555
C -1.285 -0.151 -0.952
C -1.087 1.075 -0.028
N -0.263 0.551 1.093
C -0.005 -0.749 0.861
N 0.521 -1.555 1.775
N -0.298 -1.098 -0.396
H -3.784 0.572 1.429
H -5.039 -0.086 0.379
H -4.692 -0.848 1.920
H -3.680 -2.241 0.219
H -2.388 -1.454 1.062
H -3.356 0.140 -1.241
H -0.989 0.087 -1.969
H -2.021 1.470 0.357
H -0.543 1.869 -0.533
H -0.578 0.771 2.028
H 0.975 -1.186 2.594
H 0.483 -2.554 1.674
H -0.390 -2.082 -0.622
C 3.599 0.276 0.111
C 2.635 1.124 -0.704
O 3.428 2.233 -1.114
S 4.941 1.766 -1.387
O 5.126 1.492 -2.763
O 5.794 2.642 -0.678
O 4.819 0.359 -0.624
H 3.749 0.684 1.113
H 3.316 -0.773 0.167
H 1.796 1.498 -0.124
H 2.277 0.587 -1.587

As for the net charge: +1. For the frontier orbital gap, the calculation gives 9.66 eV. Its highest occupied orbital energy is -13.03 eV. The multiplicity is 1.


(4)
The following is a DFT calculation (the ωB97M-V functional and the def2-TZVPD basis) of a molecular structure, C8H17IrO3P2 at a distorted geometry.

CARTESIAN COORDINATES (ANGSTROEM)
C -1.269 0.842 -1.506
C -1.200 0.275 -2.792
C -0.064 0.601 -3.575
C 1.029 1.134 -2.883
C 0.868 1.262 -1.502
Ir 0.162 -0.515 -1.245
P 0.896 -2.611 -1.266
H -2.198 0.738 -0.923
H -2.034 -0.285 -3.209
H -0.065 0.376 -4.643
H 1.684 1.650 -0.831
H 1.961 1.374 -3.399
H 2.301 -2.749 -0.975
H 0.799 -3.242 -2.551
H 0.268 -3.583 -0.376
C 1.776 -1.604 2.374
O 1.350 -0.309 1.920
P 0.110 0.052 0.981
O -1.237 -0.410 1.718
C -1.586 0.020 3.087
O 0.149 1.654 1.228
C -0.899 2.511 0.763
H 2.476 -2.062 1.656
H 0.931 -2.294 2.533
H 2.308 -1.413 3.314
H -2.236 -0.777 3.465
H -0.686 0.095 3.709
H -2.111 0.990 3.052
H -1.367 2.221 -0.207
H -1.700 2.578 1.525
H -0.416 3.479 0.557

For the frontier orbital gap (alpha / beta), the calculation gives 5.16 / 7.41 eV. Its highest occupied orbital energy (alpha / beta) is -4.65 / -8.09 eV. The multiplicity is 5. The expectation value of S² is 6.018. The calculation puts the energy above the lowest of the compared OMol25 structures with the same formula, charge and spin at 47.93 kcal per mole.


(5)
The following is a DFT calculation (the ωB97M-V functional and the def2-TZVPD basis) of a gas-phase ion, C8H17N2 (charge +1) at a distorted geometry.

CARTESIAN COORDINATES (ANGSTROEM)
C 1.854 3.175 -0.051
N 0.883 2.173 0.108
C 0.053 2.099 1.105
N -0.757 1.074 1.092
C -0.684 0.319 -0.167
C -0.623 -1.133 -0.040
C -0.261 -1.770 -1.390
C -2.050 -1.767 0.286
C 0.340 -1.607 0.993
C 0.540 1.080 -0.824
H 2.855 2.960 0.159
H 1.504 4.003 0.558
H 1.843 3.587 -1.156
H 0.021 2.638 2.077
H -1.272 0.748 1.968
H -1.510 0.510 -0.854
H -0.436 -2.873 -1.349
H 0.887 -1.627 -1.500
H -0.713 -1.478 -2.301
H -2.750 -1.639 -0.506
H -1.838 -2.856 0.259
H -2.431 -1.586 1.362
H 1.042 -0.767 1.151
H 0.933 -2.453 0.744
H -0.135 -1.780 2.026
H 1.317 0.337 -0.891
H 0.288 1.419 -1.812

As for the net charge: +1. The structure (SMILES) is C[N+]1=CN[C@H](C(C)(C)C)C1. For the frontier orbital gap, the calculation gives 10.69 eV. Its highest occupied orbital energy is -13.88 eV. The multiplicity is 1. The calculation puts the energy above the lowest of the compared OMol25 structures with the same formula, charge and spin at 31.20 kcal per mole.


(6)
The following is a DFT calculation (the ωB97M-V functional and the def2-TZVPD basis) of 2 unconnected molecules or ions with the total composition C8H17N2 at a distorted geometry.

CARTESIAN COORDINATES (ANGSTROEM)
C 2.319 0.829 -0.455
C -1.499 0.654 1.152
C -1.217 -0.539 0.354
C -2.566 0.068 0.372
C -3.576 -0.678 1.202
C -2.948 0.855 -0.830
C 4.635 0.234 -0.830
C 2.796 -1.221 -1.336
N 3.375 0.023 -0.774
N 1.914 1.020 0.768
H -1.513 0.758 2.233
H -1.218 1.549 0.738
H -1.054 -1.574 0.676
H -3.844 -1.740 0.658
H -4.554 -0.096 1.389
H -3.218 -1.143 2.099
H -2.089 1.470 -1.109
H -3.728 1.553 -0.557
H -3.251 0.240 -1.598
H -0.694 -0.444 -0.572
H 5.095 1.157 -0.668
H 5.313 -0.549 -1.285
H 2.641 -2.020 -0.509
H 1.776 -0.885 -1.660
H 3.555 -1.579 -2.070
H 0.983 1.396 1.082
H 2.568 0.660 1.529

As for the net charge: +1. For the frontier orbital gap, the calculation gives 7.78 eV. Its highest occupied orbital energy is -12.52 eV. The multiplicity is 1. The calculation puts the energy above the lowest of the compared OMol25 structures with the same formula, charge and spin at 134.20 kcal per mole.